C63H131N5O11 | the ωB97M-V functional and the def2-TZVPD basis

Each line ends with the Löwdin charge.
Atoms and positions in Å:
C1 -3.5159 3.1508 6.2771  -0.040
C2 -3.7896 3.2122 4.7917  -0.496
C3 -4.8051 4.2602 4.5327  -0.066
C4 -2.4099 3.6261 4.0378  -0.078
C5 -2.5344 3.4370 2.4951  -0.163
C6 -2.9025 2.0065 2.3030  -0.152
C7 -4.2653 1.5359 2.9462  -0.430
C8 -5.5027 2.1345 2.2164  -0.024
C9 -4.4637 -0.0300 2.7953  -0.030
N1 -4.2231 1.8286 4.4279  -0.109
O1 -5.4198 1.4593 5.0094  -0.052
H1 -2.4752 2.7755 6.4681  0.094
H2 -3.5686 4.1103 6.7883  0.082
H3 -4.1712 2.4108 6.6877  0.070
H4 -5.8676 4.0851 4.7473  0.091
H5 -4.5255 5.1118 5.1395  0.084
H6 -4.8213 4.6613 3.5312  0.063
H7 -2.2362 4.6511 4.2920  0.109
H8 -1.6656 2.9179 4.3830  0.094
H9 -3.3566 4.1350 2.0851  0.136
H10 -1.6249 3.7584 2.0105  0.076
H11 -2.1006 1.3572 2.6416  0.115
H12 -3.1063 1.7834 1.2786  0.081
H13 -6.3582 1.4762 2.4189  0.086
H14 -5.1731 2.2037 1.1735  0.081
H15 -5.6963 3.1871 2.4820  0.063
H16 -5.3240 -0.2537 3.4305  0.077
H17 -3.6243 -0.5576 3.1368  0.056
H18 -4.7292 -0.2968 1.7696  0.075
H19 -6.1467 2.1170 4.8341  0.110
C10 -2.9193 -5.8326 1.3476  -0.042
C11 -3.8589 -4.7238 1.0145  -0.533
C12 -4.0406 -3.8071 2.1929  -0.021
C13 -3.2823 -3.9458 -0.1860  -0.146
C14 -4.2756 -3.0012 -0.6581  -0.238
C15 -5.5402 -3.6292 -1.1157  -0.135
C16 -6.2170 -4.5262 -0.0578  -0.525
C17 -7.1146 -3.6468 0.7796  -0.047
C18 -7.1678 -5.4869 -0.7906  -0.041
N2 -5.1667 -5.2773 0.6197  -0.078
O2 -5.7164 -6.0837 1.6832  -0.014
H20 -1.9105 -5.3666 1.4921  0.069
H21 -3.1023 -6.2230 2.3831  0.099
H22 -2.8274 -6.6546 0.6572  0.089
H23 -3.1117 -3.2718 2.3083  0.069
H24 -4.8578 -3.0852 2.1793  0.073
H25 -4.1204 -4.3544 3.1392  0.091
H26 -2.3671 -3.4854 0.2238  0.109
H27 -3.0323 -4.6993 -0.9104  0.128
H28 -4.4667 -2.2102 0.0359  0.091
H29 -3.9132 -2.3852 -1.5501  0.132
H30 -5.2864 -4.2971 -2.0056  0.146
H31 -6.2548 -2.8293 -1.4062  0.135
H32 -8.0647 -3.5178 0.3180  0.072
H33 -6.7606 -2.6404 1.0174  0.079
H34 -7.3628 -4.1066 1.7068  0.075
H35 -6.6354 -6.2487 -1.3304  0.074
H36 -7.7075 -4.8815 -1.5040  0.077
H37 -7.8417 -6.0192 -0.0837  0.095
H38 -5.1755 -6.8808 1.6568  0.089
C19 3.9461 4.0183 3.8826  -0.022
C20 4.5172 2.6149 4.2366  -0.522
C21 5.9864 2.6057 3.8519  -0.049
C22 4.4427 2.4409 5.7918  -0.142
C23 3.0991 2.0262 6.4080  -0.169
C24 2.6426 0.7196 5.7327  -0.152
C25 2.5747 0.8389 4.2104  -0.442
C26 2.4991 -0.6051 3.5815  -0.024
C27 1.3028 1.6667 3.8660  -0.008
N3 3.8893 1.4191 3.6699  -0.063
O3 3.6969 1.7590 2.2983  -0.065
H39 3.9015 4.0831 2.8177  0.057
H40 2.9905 4.1796 4.3409  0.059
H41 4.6732 4.7545 4.2438  0.091
H42 6.2473 2.8985 2.8308  0.083
H43 6.5973 3.2767 4.4783  0.088
H44 6.3071 1.5466 4.0228  0.097
H45 5.1928 1.7220 6.1607  0.118
H46 4.7347 3.3996 6.2405  0.116
H47 3.2354 1.8436 7.4999  0.121
H48 2.3741 2.8232 6.2830  0.099
H49 1.7037 0.3281 6.0946  0.110
H50 3.4110 -0.0929 5.9286  0.134
H51 2.4329 -0.5973 2.5216  0.037
H52 1.6056 -1.0620 3.9482  0.048
H53 3.4163 -1.1191 3.8632  0.077
H54 0.4912 1.3072 4.4659  0.071
H55 0.9887 1.4570 2.8561  0.058
H56 1.4815 2.7191 4.0707  0.071
H57 4.3414 1.1877 1.8138  0.077
C28 4.0487 0.8722 -6.6524  -0.016
C29 3.0855 0.3325 -5.5422  -0.472
C30 1.6908 0.3631 -6.2330  -0.036
C31 3.4148 -1.0976 -5.1527  -0.131
C32 4.6784 -1.1346 -4.3070  -0.174
C33 4.7160 -0.1844 -3.1196  -0.136
C34 4.2155 1.2354 -3.4502  -0.495
C35 3.7790 1.8120 -2.1252  -0.035
C36 5.4130 2.0294 -4.0622  -0.001
N4 2.9976 1.1545 -4.2754  -0.110
O4 2.4760 2.4253 -4.5341  -0.011
H58 5.0570 0.6206 -6.4542  0.046
H59 3.7084 0.3794 -7.6227  0.112
H60 3.8206 1.9297 -6.7901  0.076
H61 0.8694 0.1337 -5.5891  0.058
H62 1.5280 1.3740 -6.6976  0.103
H63 1.7562 -0.2656 -7.0909  0.069
H64 2.5835 -1.4591 -4.4895  0.119
H65 3.3989 -1.8140 -5.9908  0.134
H66 4.9655 -2.1235 -3.9716  0.084
H67 5.5543 -0.8594 -5.0021  0.125
H68 5.6947 -0.0468 -2.6864  0.093
H69 4.1434 -0.6773 -2.2865  0.119
H70 2.7946 1.4245 -1.9460  0.057
H71 3.6360 2.8867 -2.2248  0.089
H72 4.3640 1.4433 -1.2930  0.074
H73 6.0224 1.3869 -4.6587  0.055
H74 5.9886 2.3928 -3.2232  0.083
H75 5.0587 2.8982 -4.7320  0.105
H76 3.0974 2.8901 -5.0939  0.071
C37 1.9018 -1.2446 -0.1355  -0.027
C38 0.4715 -1.2379 -0.6812  -0.500
C39 0.0893 -2.5413 -1.2354  -0.041
C40 -0.3653 -0.8930 0.5269  -0.132
C41 -1.7564 -0.4860 0.1424  -0.150
C42 -1.7283 0.7077 -0.8492  -0.114
C43 -0.9294 0.4290 -2.0829  -0.447
C44 -1.6935 -0.4460 -3.0781  -0.027
C45 -0.6099 1.7846 -2.7849  0.004
N5 0.4897 -0.1143 -1.7176  -0.010
O5 0.9952 -0.6411 -2.9480  -0.087
H77 1.9828 -1.7080 0.8559  0.066
H78 2.6407 -1.7511 -0.7599  0.063
H79 2.2874 -0.2051 -0.0701  0.092
H80 0.1469 -3.4260 -0.5770  0.093
H81 -0.9643 -2.5831 -1.6104  0.077
H82 0.6283 -2.7483 -2.1979  0.078
H83 -0.3229 -1.7128 1.2554  0.126
H84 0.0246 0.0282 1.0086  0.120
H85 -2.3345 -1.3361 -0.2356  0.085
H86 -2.2646 -0.1418 0.9904  0.054
H87 -1.2050 1.4945 -0.3325  0.105
H88 -2.6850 0.9353 -1.1658  0.091
H89 -1.2081 -0.5169 -4.0409  0.064
H90 -2.6402 -0.0081 -3.3989  0.087
H91 -1.9775 -1.4353 -2.8153  0.046
H92 0.1575 1.7266 -3.5902  0.077
H93 -0.1541 2.3436 -2.0008  0.051
H94 -1.4703 2.2624 -3.2681  0.078
H95 1.6303 0.0163 -3.3363  0.064
C46 -3.5343 5.2859 -3.1947  0.006
C47 -3.9636 3.8277 -3.6691  -0.511
C48 -4.8045 3.0695 -2.7552  -0.030
O6 -3.6073 3.4286 -4.7324  0.072
H96 -4.3994 5.9066 -2.9200  0.079
H97 -3.0831 5.7574 -4.0301  0.058
H98 -2.8887 5.1672 -2.3576  0.062
H99 -5.2153 2.1614 -3.1647  0.084
H100 -5.6230 3.7116 -2.3698  0.099
H101 -4.2195 2.8280 -1.8621  0.080
C49 2.1201 -4.4748 3.2578  -0.021
C50 0.6259 -4.3811 3.1176  -0.481
C51 -0.0031 -3.4707 4.1555  -0.001
O7 0.0951 -4.8032 2.1079  0.047
H102 2.3581 -4.9128 4.2293  0.089
H103 2.5931 -3.4786 3.1634  0.078
H104 2.5192 -5.1065 2.4534  0.074
H105 0.6122 -2.5647 4.0089  0.054
H106 0.1757 -3.9116 5.1445  0.093
H107 -1.0841 -3.2812 4.0042  0.088
C52 2.5598 -4.7722 -2.8689  -0.016
C53 3.4179 -4.2379 -1.7916  -0.489
C54 3.2253 -4.5560 -0.3239  -0.005
O8 4.3419 -3.5563 -2.1763  0.046
H108 2.4652 -5.8502 -2.6264  0.095
H109 2.9462 -4.5879 -3.8837  0.094
H110 1.4971 -4.3728 -2.8170  0.088
H111 3.8431 -3.9564 0.2595  0.040
H112 3.4819 -5.5570 -0.0775  0.083
H113 2.2141 -4.3371 -0.0171  0.064
C55 -1.2614 -0.4762 -7.8138  -0.030
C56 -1.2728 0.9583 -8.3562  -0.486
C57 -1.6859 2.0659 -7.4500  -0.014
O9 -0.9324 1.1003 -9.5140  0.052
H114 -0.5728 -1.1821 -8.3248  0.093
H115 -2.2568 -0.7895 -8.0862  0.076
H116 -1.1749 -0.5150 -6.7191  0.059
H117 -1.3442 1.9627 -6.4406  0.068
H118 -2.7510 2.1505 -7.3575  0.083
H119 -1.4555 3.0182 -7.8404  0.075
C58 1.4915 3.2721 0.2142  -0.004
C59 0.8610 4.6268 0.4805  -0.450
C60 1.7543 5.7467 0.9321  -0.012
O10 -0.3556 4.8182 0.3690  0.023
H120 0.8295 2.4450 0.3787  0.057
H121 2.3389 3.0452 0.8119  0.051
H122 1.6753 3.2176 -0.8447  0.069
H123 2.7712 5.6864 0.5108  0.095
H124 1.8351 5.5907 2.0446  0.102
H125 1.2122 6.6263 0.7717  0.058
C61 7.0484 -1.1904 -0.5868  -0.021
C62 6.1512 -0.6838 0.4844  -0.491
C63 5.7838 -1.6310 1.5948  0.000
O11 5.8453 0.5013 0.5172  0.039
H126 7.7883 -1.9422 -0.2802  0.091
H127 7.5070 -0.3272 -1.1394  0.103
H128 6.2740 -1.6795 -1.2678  0.098
H129 6.6878 -1.6966 2.2472  0.110
H130 5.6250 -2.6799 1.3331  0.077
H131 5.0026 -1.1840 2.1991  0.056

Total charge   0
HOMO-LUMO gap   8.28 eV
LUMO energy   0.4 eV
Multiplicity   1